Entry 1:
# C3H6N2O

A molecular structure, C3H6N2O (ωB97M-V/def2-TZVPD, OMol25).

The geometry in XYZ format:
```
12
Properties=species:S:1:pos:R:3:mulliken_charge:R:1
C -0.484 -0.170 -0.085 1.01
N -0.092 -1.522 -0.265 -0.57
C 0.118 0.838 -1.031 -0.94
C 0.875 1.354 -0.048 -0.27
O -1.829 -0.050 0.118 -0.45
N 0.378 0.618 1.026 -0.53
H -2.141 -0.750 0.705 0.30
H 0.851 -1.601 -0.619 0.26
H -0.199 -2.074 0.578 0.21
H 1.036 0.143 1.638 0.23
H -0.166 1.116 -2.023 0.35
H 1.652 2.098 0.006 0.41
```

Results
LUMO level in eV: 0.8
Spin multiplicity: 1
Energy above the lowest of the compared OMol25 structures with the same formula, charge and spin in kcal per mole: 61.5
Molecular weight in g mol⁻¹: 86.1



Entry 2:
# C3H6N2O

2 unconnected molecules or ions with the total composition C3H6N2O (ωB97M-V/def2-TZVPD, OMol25).

The geometry in XYZ format:
```
12
Properties=species:S:1:pos:R:3:mulliken_charge:R:1
C 0.798 -0.546 -0.153 0.28
C -0.527 -0.753 0.104 0.50
N -0.132 1.771 0.075 -0.54
C -1.739 -1.201 0.154 -0.65
O 1.710 -1.067 0.728 -0.50
N 1.217 0.338 -1.037 -0.66
H 2.573 -0.733 0.447 0.36
H 0.489 1.623 0.875 0.23
H -0.328 2.785 0.134 0.19
H 0.473 0.597 -1.673 0.30
H -2.000 -2.147 -0.319 0.24
H -2.534 -0.668 0.664 0.25
```

Results
LUMO level (alpha / beta) in eV: -0.7 / -0.4
Spin multiplicity: 1
Energy above the lowest of the compared OMol25 structures with the same formula, charge and spin in kcal per mole: 141.5
Molecular weight in g mol⁻¹: 86.1



Entry 3:
# C3H6N2O

2 unconnected molecules or ions with the total composition C3H6N2O (ωB97M-V/def2-TZVPD, OMol25).

The geometry in XYZ format:
```
12
Properties=species:S:1:pos:R:3:mulliken_charge:R:1
N -1.266 -0.429 0.705 -0.60
C -1.241 0.573 -0.377 -0.72
C 1.747 0.283 0.324 -0.41
O 1.406 -0.860 0.833 -0.33
C 2.696 0.062 -0.767 0.51
N 3.260 0.114 -1.782 -0.36
H -1.967 -0.181 1.394 0.22
H -1.523 -1.339 0.341 0.25
H -1.061 0.085 -1.339 0.31
H -2.185 1.121 -0.458 0.29
H -0.423 1.277 -0.199 0.26
H 0.556 -0.707 1.326 0.56
```

Results
LUMO level in eV: -0.4
Spin multiplicity: 1
Energy above the lowest of the compared OMol25 structures with the same formula, charge and spin in kcal per mole: 93.4
Molecular weight in g mol⁻¹: 86.1



Entry 4:
# C3H6N2O

2 unconnected molecules or ions with the total composition C3H6N2O (ωB97M-V/def2-TZVPD, OMol25).

The geometry in XYZ format:
```
12
Properties=species:S:1:pos:R:3:mulliken_charge:R:1
C 1.163 -0.994 1.212 -0.79
N 0.222 -0.196 0.462 -0.14
C 0.541 0.958 -0.162 0.12
N -0.334 1.530 -0.904 -0.46
C -1.756 0.079 -1.430 -0.10
O -2.418 0.570 -2.227 -0.22
H 1.386 -1.944 0.712 0.27
H 2.100 -0.435 1.319 0.31
H 0.796 -1.221 2.219 0.25
H 1.550 1.348 0.007 0.27
H -0.032 2.310 -1.468 0.20
H -0.624 -0.582 0.020 0.29
```

Results
LUMO level in eV: 0.9
Spin multiplicity: 1
Energy above the lowest of the compared OMol25 structures with the same formula, charge and spin in kcal per mole: 45.7
Molecular weight in g mol⁻¹: 86.1



Entry 5:
# C3H6N2O

2 unconnected molecules or ions with the total composition C3H6N2O (ωB97M-V/def2-TZVPD, OMol25).

The geometry in XYZ format:
```
12
Properties=species:S:1:pos:R:3:mulliken_charge:R:1
C 0.821 -0.553 -1.041 -0.05
C 2.392 1.324 -1.092 -0.64
C -2.512 -0.905 1.077 -0.58
N 1.754 0.141 -1.298 -0.10
N -1.319 -1.212 1.878 -0.02
O -0.268 -0.771 1.387 -0.20
H 3.275 1.169 -1.682 0.25
H 1.776 2.183 -1.503 0.25
H 2.515 1.368 0.035 0.28
H -2.579 -1.800 0.297 0.22
H -3.490 -0.901 1.590 0.30
H -2.364 -0.041 0.351 0.28
```

Results
LUMO level in eV: 0.0
Spin multiplicity: 1
Energy above the lowest of the compared OMol25 structures with the same formula, charge and spin in kcal per mole: 132.2
Molecular weight in g mol⁻¹: 86.1



Entry 6:
# C3H6N2O

C3H6N2O in the gas phase (ωB97M-V/def2-TZVPD, OMol25).

The geometry in XYZ format:
```
12
Properties=species:S:1:pos:R:3:lowdin_spin:R:1
C 2.372 -0.755 0.345 0.66
C 0.385 0.581 -0.130 0.07
C -2.008 0.371 -0.115 0.01
N 1.736 -0.123 -0.521 0.94
N -0.694 -0.132 -0.456 0.02
O 0.414 1.673 0.363 0.11
H 3.307 -1.210 0.040 0.09
H 2.076 -0.890 1.387 0.11
H -1.909 1.440 0.065 0.00
H -2.709 0.200 -0.929 0.00
H -2.383 -0.103 0.800 0.00
H -0.586 -1.052 -0.849 0.00
```

Results
LUMO level (alpha / beta) in eV: 0.8 / -2.4
Spin multiplicity: 3
Energy above the lowest of the compared OMol25 structures with the same formula, charge and spin in kcal per mole: 0.0
Molecular weight in g mol⁻¹: 86.1



Entry 7:
# C3H6N2O

A molecular structure, C3H6N2O (ωB97M-V/def2-TZVPD, OMol25).

The geometry in XYZ format:
```
12
Properties=species:S:1:pos:R:3:lowdin_spin:R:1
C 0.923 1.068 -0.467 0.02
C -0.466 0.737 -0.573 0.37
C 1.133 -0.249 -0.905 0.47
N -0.797 -0.277 1.153 0.32
N -0.045 -1.329 1.083 0.69
O -0.246 -0.391 -1.330 0.04
H 1.314 1.644 0.376 0.00
H -1.386 1.241 -0.790 0.02
H 2.073 -0.692 -1.302 0.03
H -1.823 -0.215 0.798 0.02
H -0.438 0.411 1.738 0.01
H -0.242 -1.947 0.218 0.02
```

Results
LUMO level (alpha / beta) in eV: 0.9 / -0.9
Spin multiplicity: 3
Energy above the lowest of the compared OMol25 structures with the same formula, charge and spin in kcal per mole: 92.9
Molecular weight in g mol⁻¹: 86.1



Entry 8:
# C3H6N2O2

A molecular structure, C3H6N2O2 (ωB97M-V/def2-TZVPD, OMol25).

The geometry in XYZ format:
```
13
Properties=species:S:1:pos:R:3:mulliken_charge:R:1
C -0.150 -0.511 1.371 -1.05
C 1.178 0.067 0.739 0.64
C -0.400 1.113 -0.899 -0.03
H -1.143 0.058 1.127 0.37
H 0.094 -1.140 2.546 0.29
H -0.367 -1.307 0.815 0.37
H 1.811 1.149 -0.996 0.31
H -0.555 2.176 -1.299 0.31
H -1.737 -1.417 -1.430 0.46
N 0.901 0.832 -0.374 -0.24
N -1.224 0.137 -1.172 -0.48
O 2.407 -0.085 0.935 -0.64
O -0.816 -1.071 -1.363 -0.31
```

Results
LUMO level in eV: 0.6
Spin multiplicity: 1
Energy above the lowest of the compared OMol25 structures with the same formula, charge and spin in kcal per mole: 135.8
Molecular weight in g mol⁻¹: 102.1



Entry 9:
# C3H6N2O2

C3H6N2O2 in the gas phase (ωB97M-V/def2-TZVPD, OMol25).

The geometry in XYZ format:
```
13
Properties=species:S:1:pos:R:3:mulliken_charge:R:1
H -1.111 -1.660 -0.210 0.27
N -1.339 -0.690 -0.020 -0.62
C -0.347 0.002 0.344 0.45
N -0.515 1.377 0.656 -0.11
C -0.604 2.224 -0.434 0.12
O -1.171 3.286 -0.423 -0.51
O 0.951 -0.347 0.446 -0.32
C 1.283 -1.650 -0.016 -0.78
H -1.193 1.585 1.384 0.30
H -0.107 1.817 -1.336 0.31
H 2.338 -1.804 0.212 0.21
H 1.122 -1.719 -1.099 0.36
H 0.693 -2.423 0.495 0.33
```

Results
LUMO level in eV: 0.7
Spin multiplicity: 1
Energy above the lowest of the compared OMol25 structures with the same formula, charge and spin in kcal per mole: 41.6
Molecular weight in g mol⁻¹: 102.1
SMILES string: [H]/N=C(/NC=O)OC



Entry 10:
# C3H6N2O2

C3H6N2O2 in the gas phase (ωB97M-V/def2-TZVPD, OMol25).

The geometry in XYZ format:
```
13
Properties=species:S:1:pos:R:3:mulliken_charge:R:1
N -0.399 2.213 -0.446 -0.69
C -0.498 0.745 -0.322 -0.46
C 0.786 0.065 0.046 0.58
O 1.869 0.543 -0.186 -0.57
N 0.706 -1.335 0.191 -0.10
C -0.322 -1.967 0.880 0.09
O -0.541 -3.142 0.930 -0.49
H 0.587 2.446 -0.329 0.28
H -0.503 2.530 -1.404 0.25
H -0.977 0.311 -1.178 0.35
H -1.280 0.682 0.443 0.24
H 1.517 -1.896 0.055 0.26
H -0.947 -1.195 1.321 0.25
```

Results
LUMO level in eV: 0.5
Spin multiplicity: 1
Energy above the lowest of the compared OMol25 structures with the same formula, charge and spin in kcal per mole: 35.8
Molecular weight in g mol⁻¹: 102.1
SMILES string: NCC(=O)NC=O



Entry 11:
# C3H6N2O2

C3H6N2O2 in the gas phase (ωB97M-V/def2-TZVPD, OMol25).

The geometry in XYZ format:
```
13
Properties=species:S:1:pos:R:3:mulliken_charge:R:1
H 2.774 0.614 -1.513 0.26
N 2.275 0.006 -0.862 -0.64
C 1.744 0.707 0.041 0.18
O 1.064 0.169 1.088 -0.36
C -0.043 -0.639 0.785 -0.52
C -1.145 0.228 0.163 0.56
N -2.180 -0.460 -0.396 -0.39
O -1.099 1.442 0.203 -0.59
H 1.774 1.793 0.117 0.39
H 0.221 -1.486 0.141 0.36
H -0.400 -1.026 1.744 0.30
H -2.871 0.090 -0.883 0.25
H -2.114 -1.438 -0.628 0.21
```

Results
LUMO level in eV: 0.8
Spin multiplicity: 1
Energy above the lowest of the compared OMol25 structures with the same formula, charge and spin in kcal per mole: 37.1
Molecular weight in g mol⁻¹: 102.1
SMILES string: [H]/N=C/OCC(N)=O



Entry 12:
# C3H6N2O2

C3H6N2O2 in the gas phase (ωB97M-V/def2-TZVPD, OMol25).

The geometry in XYZ format:
```
13
Properties=species:S:1:pos:R:3:mulliken_charge:R:1
O -1.926 1.982 0.240 -0.55
C -0.920 1.392 -0.204 0.62
N 0.471 1.483 0.434 -0.37
N 1.085 0.215 0.701 -0.31
C 0.263 -0.917 0.448 -0.63
C -0.241 -0.903 -0.986 -0.29
O -0.864 0.480 -1.180 -0.36
H 0.172 1.455 1.625 0.34
H 2.227 0.082 0.357 0.25
H 0.786 -1.828 0.713 0.37
H -0.646 -0.775 1.076 0.31
H -0.838 -1.649 -1.400 0.34
H 0.430 -1.019 -1.825 0.28
```

Results
LUMO level in eV: 0.7
Spin multiplicity: 1
Energy above the lowest of the compared OMol25 structures with the same formula, charge and spin in kcal per mole: 121.7
Molecular weight in g mol⁻¹: 102.1
SMILES string: O=C1NNCCO1



Entry 13:
# C3H6N2O2

C3H6N2O2 in the gas phase (ωB97M-V/def2-TZVPD, OMol25).

The geometry in XYZ format:
```
13
Properties=species:S:1:pos:R:3:mulliken_charge:R:1
C 1.051 -0.969 -1.133 -0.60
C 1.102 -0.464 0.214 0.27
C -0.391 0.196 0.338 1.01
N -0.333 1.434 0.995 -0.52
O -0.610 0.302 -1.174 -0.56
N -1.223 -0.777 0.764 -0.79
O 1.949 -0.434 1.067 -0.50
H -1.475 -0.132 -1.305 0.36
H 0.318 2.098 0.599 0.23
H -1.245 1.841 1.154 0.23
H -1.285 -0.743 1.781 0.27
H 1.766 -0.599 -1.856 0.28
H 0.379 -1.754 -1.442 0.32
```

Results
LUMO level (alpha / beta) in eV: -0.2 / -1.3
Spin multiplicity: 1
Energy above the lowest of the compared OMol25 structures with the same formula, charge and spin in kcal per mole: 133.2
Molecular weight in g mol⁻¹: 102.1



Entry 14:
# C3H6N2O2

2 unconnected molecules or ions with the total composition C3H6N2O2 (ωB97M-V/def2-TZVPD, OMol25).

The geometry in XYZ format:
```
13
Properties=species:S:1:pos:R:3:mulliken_charge:R:1
C 0.465 0.211 -0.444 0.67
C -1.608 0.003 -0.058 -0.36
C 1.849 -0.201 -0.545 -1.05
N -0.469 -0.660 -0.488 -0.33
N -1.389 1.394 -0.081 -0.06
O 0.012 1.472 -0.168 -0.22
O -2.812 -0.481 -0.355 -0.30
H -1.561 -0.094 1.887 0.01
H 1.913 -1.025 -1.386 0.28
H 2.081 -0.718 0.437 0.25
H 2.523 0.529 -0.657 0.40
H -1.895 1.876 0.695 0.38
H -2.876 -1.434 -0.365 0.33
```

Results
LUMO level in eV: 0.5
Spin multiplicity: 1
Energy above the lowest of the compared OMol25 structures with the same formula, charge and spin in kcal per mole: 151.5
Molecular weight in g mol⁻¹: 102.1



Entry 15:
# C3H6N2O2

A molecular structure, C3H6N2O2 (ωB97M-V/def2-TZVPD, OMol25).

The geometry in XYZ format:
```
13
Properties=species:S:1:pos:R:3:mulliken_charge:R:1
N 0.497 1.548 -0.615 -0.53
C 0.654 0.237 0.142 0.74
O 1.717 0.106 0.795 -0.79
C -0.651 0.688 0.716 -0.37
O -1.294 -1.190 1.036 -0.52
C -0.640 -1.709 0.110 0.05
N 0.205 -0.994 -0.648 -0.30
H 1.345 2.087 -0.486 0.26
H 0.162 1.517 -1.571 0.24
H -1.529 0.790 0.092 0.24
H -0.639 1.204 1.672 0.31
H -0.761 -2.777 -0.112 0.35
H 0.934 -1.506 -1.131 0.30
```

Results
LUMO level in eV: 0.7
Spin multiplicity: 1
Energy above the lowest of the compared OMol25 structures with the same formula, charge and spin in kcal per mole: 96.6
Molecular weight in g mol⁻¹: 102.1



Entry 16:
# C3H6N2O2

C3H6N2O2 in the gas phase (ωB97M-V/def2-TZVPD, OMol25).

The geometry in XYZ format:
```
13
Properties=species:S:1:pos:R:3:mulliken_charge:R:1
H 0.536 -2.737 0.008 0.22
N 0.156 -1.797 -0.051 -0.66
C -0.018 -1.317 1.111 0.20
O -0.521 -0.109 1.361 -0.35
C -0.990 0.672 0.252 -0.49
C 0.148 1.448 -0.424 0.53
N 0.860 0.730 -1.329 -0.35
O 0.349 2.621 -0.166 -0.61
H 0.213 -1.815 2.057 0.38
H -1.514 0.021 -0.456 0.39
H -1.671 1.402 0.687 0.25
H 1.691 1.160 -1.708 0.25
H 0.760 -0.279 -1.341 0.25
```

Results
LUMO level in eV: 0.8
Spin multiplicity: 1
Energy above the lowest of the compared OMol25 structures with the same formula, charge and spin in kcal per mole: 28.8
Molecular weight in g mol⁻¹: 102.1
SMILES string: [H]/N=C/OCC(N)=O



Entry 17:
# C3H6N2O2

C3H6N2O2 in the gas phase (ωB97M-V/def2-TZVPD, OMol25).

The geometry in XYZ format:
```
13
Properties=species:S:1:pos:R:3:mulliken_charge:R:1
C -0.704 1.572 0.096 -0.90
N -0.282 0.170 0.036 0.05
C -1.228 -0.770 -0.275 -0.01
O -2.442 -0.649 -0.058 -0.56
C 1.105 -0.103 -0.099 0.52
N 1.460 -1.431 0.073 -0.47
O 1.947 0.790 -0.261 -0.59
H -1.765 1.512 0.300 0.37
H -0.478 2.048 -0.880 0.29
H -0.186 2.098 0.883 0.28
H -0.771 -1.666 -0.700 0.48
H 0.880 -2.020 0.715 0.26
H 2.465 -1.550 0.171 0.26
```

Results
LUMO level in eV: 0.6
Spin multiplicity: 1
Energy above the lowest of the compared OMol25 structures with the same formula, charge and spin in kcal per mole: 16.3
Molecular weight in g mol⁻¹: 102.1
SMILES string: CN(C=O)C(N)=O



Entry 18:
# C3H6N2O2

C3H6N2O2 in the gas phase (ωB97M-V/def2-TZVPD, OMol25).

The geometry in XYZ format:
```
13
Properties=species:S:1:pos:R:3:mulliken_charge:R:1
H 0.816 -1.233 -2.225 0.22
N 0.257 -0.855 -1.464 -0.58
C 0.349 -1.599 -0.444 0.10
O -0.272 -1.354 0.712 -0.35
C -0.944 -0.097 0.815 -0.41
C 0.105 1.015 0.883 0.50
N 0.139 1.840 -0.206 -0.48
O 0.839 1.121 1.850 -0.58
H 0.954 -2.507 -0.357 0.39
H -1.656 0.024 -0.008 0.37
H -1.467 -0.147 1.768 0.26
H 0.981 2.402 -0.240 0.26
H -0.100 1.390 -1.085 0.29
```

Results
LUMO level in eV: 0.9
Spin multiplicity: 1
Energy above the lowest of the compared OMol25 structures with the same formula, charge and spin in kcal per mole: 30.9
Molecular weight in g mol⁻¹: 102.1
SMILES string: [H]/N=C/OCC(N)=O



Entry 19:
# C3H6N2O2

C3H6N2O2 in the gas phase (ωB97M-V/def2-TZVPD, OMol25).

The geometry in XYZ format:
```
13
Properties=species:S:1:pos:R:3:mulliken_charge:R:1
H -1.444 2.004 -1.615 0.20
N -1.053 1.331 -0.963 -0.70
C -1.491 0.170 -1.227 0.26
O -1.168 -0.938 -0.567 -0.37
C -0.398 -0.906 0.596 -0.48
C 0.852 -0.426 0.717 0.57
N 1.536 0.386 -0.152 -0.49
O 1.580 -0.772 1.818 -0.51
H -2.174 -0.096 -2.038 0.36
H -0.896 -1.375 1.433 0.29
H 2.400 0.742 0.235 0.28
H 0.925 1.096 -0.560 0.26
H 1.231 -1.627 2.105 0.33
```

Results
LUMO level in eV: 0.9
Spin multiplicity: 1
Energy above the lowest of the compared OMol25 structures with the same formula, charge and spin in kcal per mole: 57.0
Molecular weight in g mol⁻¹: 102.1
SMILES string: [H]/N=C/O/C=C(\N)O



Entry 20:
# C3H6N2O2

A molecular structure, C3H6N2O2 (ωB97M-V/def2-TZVPD, OMol25).

The geometry in XYZ format:
```
13
Properties=species:S:1:pos:R:3:lowdin_spin:R:1
O 1.854 -1.200 -0.068 -0.01
C 0.824 -0.689 0.338 0.00
N -0.402 -1.101 -0.092 0.00
C -1.628 -0.187 -0.042 0.11
O -2.433 -0.530 -1.022 0.79
C 1.149 1.135 -0.119 0.01
N 0.479 1.816 0.681 0.02
H -0.394 -1.605 -0.978 0.00
H -1.421 0.897 0.011 0.02
H -2.092 -0.473 0.918 0.06
H 0.850 -0.468 1.425 0.00
H 2.218 1.244 0.151 0.00
H 0.994 1.161 -1.204 0.00
```

Results
LUMO level (alpha / beta) in eV: -9.4 / -9.4
Net charge: +1
Spin multiplicity: 2
Energy above the lowest of the compared OMol25 structures with the same formula, charge and spin in kcal per mole: 182.0
Molecular weight in g mol⁻¹: 102.1